Entry 1:
101
Properties=species:S:1:pos:R:3:mulliken_charge:R:1 method="wB97M-V/def2-TZVPD" total_energy_ha=-14465.24675 smiles="CCCCCCCCCc1c(COO)c(Cl)cc2c1C(=O)c1ccccc1C2=O.ClC(Cl)Cl.ClC(Cl)Cl.ClC(Cl)Cl.ClC(Cl)Cl.ClC(Cl)Cl.ClC(Cl)Cl.ClC(Cl)Cl.ClC(Cl)Cl.ClC(Cl)Cl"
C 1.757 0.367 3.941 -0.774
C 1.540 0.056 2.432 0.095
C 2.764 0.411 1.528 -0.002
C 2.240 0.741 0.114 -0.181
C 1.685 2.180 0.008 -0.565
C 0.962 2.445 -1.338 -0.466
C -0.504 2.997 -1.163 -0.505
C -1.444 1.940 -1.769 -0.158
C -2.962 2.183 -1.491 -1.077
C -3.382 1.295 -0.312 0.461
C -3.824 1.814 0.928 -0.491
C -3.930 3.329 1.089 -1.573
O -2.661 3.945 1.223 -0.171
O -2.011 3.366 2.329 -0.345
C -4.168 0.914 1.930 1.092
Cl -4.729 1.576 3.464 -0.243
C -4.082 -0.457 1.803 -1.088
C -3.651 -0.969 0.598 0.798
C -3.329 -0.090 -0.441 0.669
C -2.901 -0.748 -1.753 0.093
O -3.281 -0.359 -2.839 -0.611
C -2.001 -1.952 -1.559 1.000
C -0.920 -2.108 -2.404 -1.382
C -0.092 -3.215 -2.159 -0.468
C -0.392 -4.080 -1.121 -0.944
C -1.488 -3.906 -0.285 -0.923
C -2.302 -2.813 -0.512 0.855
C -3.504 -2.460 0.341 -0.132
O -4.287 -3.291 0.763 -0.632
H 0.860 0.819 4.390 0.306
H 1.933 -0.567 4.493 0.239
H 2.601 1.055 4.044 0.011
H 1.206 -0.974 2.246 0.422
H 0.706 0.699 2.097 -0.277
H 3.393 -0.495 1.525 0.242
H 3.367 1.216 1.966 -0.143
H 1.434 0.030 -0.142 0.034
H 3.066 0.572 -0.591 -0.099
H 2.576 2.833 0.033 0.207
H 1.079 2.413 0.894 0.513
H 0.901 1.469 -1.850 0.297
H 1.536 3.096 -2.009 0.267
H -0.573 3.950 -1.702 0.386
H -0.649 3.126 -0.087 -0.008
H -1.283 1.822 -2.852 0.234
H -1.125 0.978 -1.334 -0.145
H -3.566 1.902 -2.359 0.527
H -3.136 3.243 -1.290 0.405
H -4.623 3.597 1.897 0.573
H -4.386 3.710 0.166 0.416
H -1.335 2.782 1.947 0.385
H -4.360 -1.107 2.631 0.580
H -0.740 -1.377 -3.177 0.712
H 0.783 -3.335 -2.795 0.673
H 0.287 -4.920 -0.971 0.397
H -1.680 -4.588 0.541 0.497
Cl 5.655 4.895 5.870 -0.121
C 4.253 4.101 5.147 -0.127
Cl 4.741 3.126 3.757 -0.039
Cl 3.421 3.100 6.334 -0.091
H 3.568 4.866 4.805 0.348
Cl 5.625 0.780 -0.906 -0.106
C 5.727 -0.754 -1.776 -0.056
Cl 4.674 -1.962 -1.033 -0.103
Cl 5.313 -0.530 -3.477 -0.108
H 6.747 -1.110 -1.718 0.379
Cl 4.397 3.521 -6.417 -0.132
C 3.392 3.914 -5.020 -0.022
Cl 1.762 3.264 -5.223 -0.112
Cl 4.123 3.304 -3.535 -0.054
H 3.321 4.991 -4.946 0.311
Cl 8.040 1.935 4.838 -0.089
C 8.692 1.249 3.349 -0.043
Cl 7.417 1.033 2.143 -0.036
Cl 9.982 2.270 2.710 -0.131
H 9.109 0.277 3.577 0.296
Cl 0.709 -2.928 -7.419 -0.084
C -0.901 -2.798 -6.703 -0.044
Cl -1.938 -4.113 -7.262 -0.134
Cl -0.799 -2.790 -4.935 -0.029
H -1.340 -1.861 -7.022 0.304
Cl 3.830 -7.509 -9.567 -0.129
C 2.633 -6.233 -9.327 0.052
Cl 1.244 -6.842 -8.426 -0.101
Cl 3.353 -4.850 -8.499 -0.113
H 2.289 -5.904 -10.299 0.285
Cl 5.390 -0.704 6.716 -0.075
C 4.160 -1.527 7.681 -0.050
Cl 3.007 -0.364 8.337 -0.113
Cl 3.331 -2.753 6.718 -0.122
H 4.652 -2.022 8.509 0.353
Cl -7.667 -1.945 1.758 -0.033
C -7.321 -3.395 0.810 0.327
Cl -8.358 -4.734 1.318 -0.153
Cl -7.522 -3.072 -0.914 -0.158
H -6.290 -3.677 0.983 0.071
Cl -10.388 -0.003 2.018 -0.116
C -9.995 0.455 3.675 -0.001
Cl -8.252 0.659 3.838 -0.064
Cl -10.856 1.924 4.145 -0.132
H -10.305 -0.345 4.336 0.311

Entry 2:
84
Properties=species:S:1:pos:R:3:mulliken_charge:R:1 method="wB97M-V/def2-TZVPD" total_energy_ha=-6569.81014 total_charge=-1 multiplicity=2 relative_energy_kj_mol=212.7 s2=0.7565
Ru -0.205 0.285 -0.038 1.967
C -1.841 -0.105 4.943 -0.712
C -3.024 -0.096 3.987 -0.692
N -3.040 1.091 3.123 0.245
C -3.473 2.343 3.748 -0.759
C -2.325 3.291 4.071 -0.935
C -2.588 1.095 1.858 0.223
S -1.985 -0.400 1.211 -0.297
N -2.684 2.264 1.219 0.009
C -2.044 2.614 0.123 -0.088
O -1.087 2.046 -0.488 -0.527
C -2.495 3.921 -0.475 0.402
C -1.747 4.511 -1.491 -0.349
C -2.152 5.718 -2.039 -0.801
C -3.310 6.339 -1.588 -0.368
C -4.060 5.751 -0.580 -0.641
C -3.649 4.549 -0.023 -0.210
H -1.875 -1.010 5.553 0.402
H -1.870 0.756 5.615 0.402
H -0.902 -0.095 4.389 0.042
H -3.971 -0.106 4.533 0.350
H -3.003 -0.989 3.372 0.187
H -4.005 2.065 4.659 0.423
H -4.181 2.834 3.080 0.376
H -1.603 2.824 4.740 0.284
H -2.712 4.192 4.551 0.391
H -1.806 3.580 3.159 0.187
H -0.856 4.018 -1.839 0.438
H -1.563 6.174 -2.825 0.392
H -3.628 7.279 -2.022 0.375
H -4.963 6.231 -0.224 0.394
H -4.216 4.079 0.770 0.371
Cl 1.608 0.941 -1.813 -0.315
Si -0.306 0.058 -2.252 0.391
Cl -1.401 1.352 -3.441 -0.314
Cl 0.075 -1.499 -3.571 -0.293
O 3.250 0.397 2.025 -0.733
Se 1.678 0.119 2.116 1.328
O 1.193 -1.008 0.910 -0.888
O 0.725 1.365 1.519 -0.797
O 1.156 -0.345 3.564 -0.730
C -2.970 -2.948 -2.355 -1.251
C -2.482 -4.354 -2.097 0.829
C -3.137 -5.418 -2.715 -0.795
C -2.735 -6.731 -2.510 -0.610
C -1.654 -6.997 -1.683 -0.833
C -0.990 -5.944 -1.068 -0.241
C -1.398 -4.624 -1.252 0.299
Sb -0.384 -3.020 -0.177 0.917
C 1.537 -3.934 -0.644 0.522
C 1.615 -4.160 -2.023 -0.450
C 2.764 -4.628 -2.638 -1.006
C 3.884 -4.887 -1.865 -0.683
C 3.825 -4.668 -0.500 -0.680
C 2.674 -4.191 0.133 1.145
C 2.730 -3.995 1.622 -1.057
C -1.003 -3.645 1.827 0.553
C -0.120 -3.351 2.864 -0.668
C -0.414 -3.624 4.191 -1.276
C -1.634 -4.192 4.513 -0.719
C -2.552 -4.428 3.503 -0.773
C -2.276 -4.144 2.164 1.295
C -3.412 -4.330 1.189 -1.393
H -3.976 -2.958 -2.778 0.465
H -2.317 -2.430 -3.059 0.143
H -2.995 -2.342 -1.447 0.110
H -3.979 -5.211 -3.367 0.382
H -3.265 -7.540 -2.998 0.370
H -1.329 -8.017 -1.513 0.413
H -0.142 -6.156 -0.426 0.392
H 0.751 -3.969 -2.649 0.326
H 2.777 -4.781 -3.710 0.440
H 4.798 -5.252 -2.318 0.358
H 4.697 -4.868 0.112 0.346
H 3.672 -4.371 2.020 0.471
H 1.919 -4.526 2.121 0.187
H 2.651 -2.939 1.876 0.077
H 0.812 -2.862 2.650 0.288
H 0.306 -3.358 4.956 0.417
H -1.887 -4.420 5.542 0.380
H -3.532 -4.822 3.753 0.354
H -4.355 -4.391 1.735 0.498
H -3.309 -5.233 0.588 0.237
H -3.488 -3.486 0.505 0.089

Entry 3:
85
Properties=species:S:1:pos:R:3:mulliken_charge:R:1 method="wB97M-V/def2-TZVPD" total_energy_ha=-4157.68991 total_charge=+1 relative_energy_kj_mol=0.0
W -0.378 0.958 -0.721 1.310
O 1.536 1.265 -1.123 -0.328
C 2.142 1.547 -2.277 0.829
C 3.444 1.095 -2.498 -0.550
C 4.072 1.349 -3.702 -0.602
C 3.445 2.091 -4.702 -0.824
C 2.182 2.589 -4.470 -0.793
C 1.516 2.318 -3.271 0.429
C 0.243 2.948 -3.013 -0.122
N -0.482 2.731 -1.982 -0.093
C -1.564 3.638 -1.624 -0.675
C -1.261 3.836 -0.156 -0.702
N -0.989 2.497 0.407 -0.100
C -2.025 2.144 1.373 -0.440
C -3.352 1.832 0.707 1.462
C -4.563 2.291 1.218 -0.958
C -5.764 1.905 0.648 -1.000
C -5.769 1.048 -0.449 -0.741
C -4.576 0.610 -0.995 -0.975
C -3.376 1.012 -0.417 0.043
O -2.228 0.604 -1.009 0.128
H 3.953 0.563 -1.705 0.397
H 5.074 0.973 -3.866 0.446
H 3.950 2.287 -5.637 0.412
H 1.690 3.202 -5.216 0.431
H -0.077 3.718 -3.715 0.454
H -2.530 3.152 -1.765 -0.024
H -1.526 4.552 -2.217 0.738
H -2.088 4.313 0.371 0.499
H -0.375 4.466 -0.049 0.467
H -2.187 2.931 2.113 1.169
H -4.559 2.958 2.073 0.495
H -6.697 2.274 1.054 0.444
H -6.706 0.730 -0.884 0.475
H -4.545 -0.039 -1.861 0.554
Cl -2.369 -5.184 -2.825 -0.195
C -1.826 -3.552 -2.832 0.527
C -2.070 -2.728 -3.927 0.343
Cl -2.929 -3.328 -5.290 -0.193
C -1.618 -1.401 -3.923 0.152
Cl -1.881 -0.346 -5.262 -0.216
C -0.943 -0.913 -2.824 -0.846
O -0.449 0.316 -2.661 -0.274
C -0.740 -1.728 -1.711 -0.188
O -0.147 -1.104 -0.699 -0.705
C -1.145 -3.047 -1.719 0.342
Cl -0.788 -4.026 -0.333 -0.221
C 3.245 -3.848 1.413 -0.759
N 3.773 -3.026 0.225 0.140
C 5.025 -2.274 0.694 -0.783
N 4.756 -1.486 1.840 0.170
C 4.239 -2.322 2.921 -0.891
N 3.014 -3.018 2.539 0.214
C 1.890 -2.088 2.336 -1.403
P 2.153 -0.850 0.977 1.314
C 2.704 -2.095 -0.281 -1.253
C 3.857 -0.356 1.549 -1.231
H 4.011 -4.594 1.627 0.356
H 2.327 -4.328 1.075 0.409
H 4.035 -3.666 -0.525 0.394
H 5.362 -1.665 -0.145 0.408
H 5.767 -3.042 0.919 0.361
H 4.035 -1.696 3.787 0.368
H 4.998 -3.060 3.190 0.308
H 1.712 -1.549 3.266 0.546
H 0.985 -2.658 2.112 0.394
H 3.064 -1.606 -1.187 0.495
H 1.836 -2.704 -0.542 0.479
H 3.750 0.245 2.454 0.490
H 4.329 0.287 0.802 0.368
C -0.733 -0.311 3.992 -1.671
C -1.943 0.310 3.294 2.368
C -2.983 -0.792 3.029 -1.625
C -2.550 1.392 4.189 -1.981
C -1.509 0.862 1.943 -0.594
N -0.719 0.234 1.176 -0.328
H -1.003 -0.598 5.009 0.507
H 0.103 0.390 4.042 0.415
H -0.414 -1.202 3.456 0.078
H -3.230 -1.303 3.962 0.479
H -2.585 -1.522 2.322 0.187
H -3.904 -0.378 2.616 0.339
H -2.790 0.961 5.162 0.478
H -3.476 1.791 3.775 0.272
H -1.856 2.219 4.356 0.400